Formula: C8H15O5Si
Source: the Open Molecules 2025 dataset
Level of theory: ωB97M-V/def2-TZVPD

- Gap between HOMO and LUMO: 0.21048 Ha
- HOMO level: -2.35 eV
- LUMO: 3.4 eV

The geometry in ORCA input format:
```
! RIJCOSX wB97M-V def2-TZVPD def2/J DEFGRID3
* xyz -1 1
Si 0.1196 -1.3126 1.3685
O 1.3119 -1.8914 2.2922
O -0.4130 -2.5681 0.4444
O 0.5741 -0.0261 0.4556
O -0.9637 -0.9438 2.4998
O -1.5003 0.2363 -0.3177
C -1.0847 -2.8168 -0.7401
C 0.1382 1.7082 -1.2117
C 1.8947 3.2018 -2.2982
C 1.4717 2.0413 -1.4489
C -1.0292 2.6094 -1.7511
C -0.3170 0.6136 -0.3780
C -1.9396 0.0559 2.7993
C 2.3319 -2.7605 1.7966
H 1.2704 4.0455 -2.1274
H -1.5121 -3.8464 -0.8510
H 3.0619 -3.2178 2.5361
H -2.6035 0.2174 1.9963
H -1.9888 -2.1419 -0.6838
H -1.9291 2.1521 -1.3263
H 1.6185 2.9568 -3.4534
H -2.3801 -0.2428 3.6588
H -0.2965 -2.5784 -1.5850
H 2.8211 -2.3423 1.0231
H 2.8965 3.3245 -2.1744
H 1.9133 -3.5648 1.3262
H -1.0030 3.6825 -1.6600
H -1.0673 2.4169 -2.9628
H -1.3958 0.9915 2.7729
*
```



Formula: C8H15PSi
Source: the Open Molecules 2025 dataset
Level of theory: ωB97M-V/def2-TZVPD

- Gap between HOMO and LUMO: 0.34157 Ha
- Energy above the lowest of the compared OMol25 structures with the same formula, charge and spin: 1.6041 eV
- SMILES string: C[Si](C)(C)C#P.C=CC=C
- HOMO level: -9.10 eV
- LUMO: 0.2 eV

The geometry in ORCA input format:
```
! RIJCOSX wB97M-V def2-TZVPD def2/J DEFGRID3
* xyz 0 1
P 0.2599 -3.0545 -0.6222
Si 2.1324 -0.2922 -0.1460
C -4.6639 1.2223 0.2941
C 1.2476 0.9555 1.0623
C -2.2454 -0.4503 -0.7644
C 0.8852 -1.6090 -0.4113
C -3.9972 0.2699 0.8838
C 2.6304 0.4113 -1.7832
C 3.6794 -1.1564 0.6363
C -2.6324 -0.1598 0.4960
H 1.0506 0.6470 2.0743
H 0.3063 1.1639 0.5975
H -2.9157 -0.4191 -1.6790
H -5.5931 1.6684 0.6142
H 3.5347 1.0313 -1.5824
H -4.5756 -0.2374 1.6642
H 1.7714 1.9243 1.0956
H -4.1509 1.7621 -0.4852
H -1.1760 -0.8556 -1.0445
H 1.8466 1.2361 -2.1308
H 3.9982 -0.2483 1.1869
H 3.5232 -1.7918 1.4369
H 2.6952 -0.2448 -2.6563
H 4.4266 -1.4657 -0.1148
H -2.0375 -0.3072 1.3778
*
```



Formula: C8H16
Source: the Open Molecules 2025 dataset
Level of theory: ωB97M-V/def2-TZVPD

- Gap between HOMO and LUMO: 0.37244 Ha
- Energy above the lowest of the compared OMol25 structures with the same formula, charge and spin: 0.8440 eV
- SMILES string: C/C=C/C.C=C(C)C
- HOMO level: -9.05 eV
- LUMO: 1.1 eV

The geometry in ORCA input format:
```
! RIJCOSX wB97M-V def2-TZVPD def2/J DEFGRID3
* xyz 0 1
C 1.7972 0.1970 -0.9165
C 1.1998 -0.9270 -1.2818
C 1.2208 1.5689 -1.0335
C -0.9058 -0.5707 2.0716
C -1.6034 0.3136 1.0679
C -1.3206 1.7810 1.2089
C 1.8936 -2.2538 -1.3447
C -2.3857 -0.1715 0.1117
H -1.5490 -1.3818 2.4201
H 1.5301 -2.8961 -2.1469
H 1.4622 2.2253 -0.1971
H 1.6117 2.0816 -1.9152
H 0.1351 1.5088 -1.0860
H -1.8965 2.1982 2.0395
H 1.8222 -2.8380 -0.4247
H -2.6643 -1.2177 0.0943
H -0.2687 1.9845 1.4047
H 2.8005 0.0960 -0.5025
H -0.6031 0.0094 2.9434
H -1.6307 2.3259 0.3162
H -0.0330 -1.0320 1.6080
H 0.1717 -0.8907 -1.6347
H -2.8906 0.4967 -0.5759
H 2.9640 -2.1274 -1.5255
*
```



Formula: C8H16Ag3BBr8F4
Source: the Open Molecules 2025 dataset
Level of theory: ωB97M-V/def2-TZVPD

- Gap between HOMO and LUMO: 0.12081 Ha
- Energy above the lowest of the compared OMol25 structures with the same formula, charge and spin: 3.2291 eV
- HOMO level: -13.36 eV
- LUMO: -10.1 eV

The geometry in ORCA input format:
```
! RIJCOSX wB97M-V def2-TZVPD def2/J DEFGRID3
* xyz 2 1
Ag -1.1701 3.4466 -1.4131
Ag -0.8887 3.6422 1.8007
Ag -4.1182 1.6855 0.4267
Br 4.9252 2.3139 -3.5233
Br -2.3740 -4.4410 1.1546
Br -0.8078 2.4128 4.5053
Br 1.6568 -0.9257 -1.7795
Br 1.5315 2.4094 -3.1370
Br -1.4861 -2.1821 4.7252
Br -1.2190 -3.0118 -1.7877
Br -1.3627 -0.3924 -5.2177
F -0.6763 -0.2939 0.5291
F -0.2218 1.9801 0.3709
F -2.1000 1.0801 -0.6326
F -1.8949 1.3096 1.6495
C -1.1595 0.5785 5.1062
C -1.3259 -0.4094 3.9694
C 0.2162 -0.9384 -4.2221
C -1.0227 -2.9786 1.1204
C -0.0492 -0.7447 -2.7540
C 4.1083 1.7244 -1.8349
C 2.7685 2.4039 -1.5896
C -0.1537 -3.1076 -0.1167
B -1.1945 0.9651 0.4887
H 0.5915 -2.3132 -0.0789
H 2.8567 3.4480 -1.2929
H -0.3557 -3.0446 1.9776
H -0.7185 -1.4551 -2.2790
H -1.5737 -2.0442 1.1020
H 4.7378 2.0149 -0.9956
H -0.4358 0.2688 -2.6525
H -0.5439 -0.2994 3.2190
H 1.0781 -0.3782 -4.5709
H -2.2486 -0.1621 3.4452
H -0.3072 0.3482 5.7385
H 0.3630 -4.0635 -0.0993
H 0.4119 -1.9891 -4.4307
H -2.0794 0.5273 5.6850
H 2.2200 1.9701 -0.7539
H 4.0225 0.6455 -1.8519
*
```